No. 1
Density functional theory data (ωB97M-V/def2-TZVPD) for a structure of composition C37H41BrFeIN6O5PTe.

The geometry in XYZ format:
```
94
Properties=species:S:1:pos:R:3
I -1.2394 3.9903 -0.9416
Te -3.2782 -0.2947 2.0331
Br -1.9585 7.3086 -1.9112
Fe -0.0033 0.4219 -1.1341
P -0.9870 -0.4251 2.0452
O -0.2763 0.6703 2.9384
O -1.9736 0.3061 -1.3529
O 0.1002 -1.2387 -2.1451
O -0.2650 -0.2577 0.6640
O -0.4446 -1.8022 2.6955
N 0.6701 2.0884 -1.6923
N 2.9799 -4.7649 3.0329
N 2.7059 -3.7917 2.1770
N 3.5015 -1.9084 0.8970
N 2.0850 -5.6956 2.9364
N 2.8930 -0.1239 -0.3066
C 1.1647 -5.3013 1.9768
C 2.6050 0.0600 2.2017
C -4.1663 -0.3150 -1.7744
C -3.3031 4.7167 1.0837
C 3.7732 -2.8660 1.9168
C 3.2337 1.7678 -4.1979
C 0.8889 -3.4606 0.4366
C -2.6739 -0.4653 -2.0264
C 0.1265 -6.0360 1.4886
C -0.7592 1.9855 2.9624
C -4.1178 5.4740 1.8850
C -3.0094 -2.2208 -3.6982
C 4.3075 2.0856 -3.3968
C 2.9637 2.6653 -1.4969
C 1.5500 -4.0574 1.4766
C 0.6921 1.5140 -4.4185
C -1.2513 -3.5115 -4.6183
C -0.3813 -2.8667 -3.8206
C -0.5149 -5.5364 0.3376
C 1.8309 2.1523 -2.2650
C -3.7925 7.3763 0.4176
C -2.9242 6.5979 -0.4128
C -2.7018 5.2736 -0.0505
C 2.7763 3.0984 -0.0968
C -0.7260 -1.8067 -2.9276
C 1.9246 1.8342 -3.6617
C -0.1399 -4.2678 -0.1747
C -2.6072 -3.1710 -4.5411
C 3.3386 -1.0901 -1.1918
C -1.3720 -2.6887 3.3328
C -0.1628 2.7802 4.0841
C 4.2132 2.5252 -2.1321
C 3.7208 -2.1434 -0.4608
C -2.1135 -1.4461 -2.8822
C -4.3319 6.8221 1.5754
C -1.7492 -2.1962 4.7543
C 2.9476 -0.6252 0.9024
H -4.3069 0.6341 -1.3665
H 1.7675 0.6857 2.0772
H -0.7629 3.6337 4.3996
H -5.0140 7.3738 2.2276
H -3.9772 8.3949 0.1994
H -4.8077 -0.4675 -2.6591
H 0.0734 0.7683 -3.8750
H -0.2075 -7.0100 1.9046
H -2.2396 -2.8261 2.6448
H 3.1535 -0.9012 -2.1938
H -4.4475 -1.0457 -0.9769
H -0.9393 -4.3055 -5.4056
H -3.1172 3.6491 1.2336
H -2.5683 -2.8212 5.0270
H 2.2671 2.2940 0.4520
H -2.0708 -1.1902 4.7931
H 2.1121 3.9516 -0.0525
H -0.0886 2.1691 4.9962
H -1.8413 2.0333 2.9741
H 3.4220 1.3316 -5.1790
H -4.0668 -1.9804 -3.6177
H 4.1938 -3.1196 -0.6993
H 1.1132 -2.5562 0.0771
H -0.8591 -3.7236 3.3247
H 0.8526 1.3829 -5.4918
H 5.1123 2.7574 -1.6303
H 5.2901 1.8761 -3.8093
H -0.6959 -3.8067 -0.9963
H 2.4222 -0.6401 2.9823
H 0.8414 3.2261 3.8829
H -3.3548 -3.6285 -5.1916
H 0.0078 2.4157 -4.2643
H 4.5754 -3.5191 1.6878
H -4.5416 5.0727 2.8213
H -0.5365 2.5069 1.9745
H 0.6704 -3.1025 -3.8282
H -0.9570 -2.3254 5.4699
H -1.3699 -6.0720 -0.0437
H 3.9723 -2.3057 2.7644
H 3.4822 0.6529 2.4942
H 3.6724 3.3978 0.3494
```

- Gap between HOMO and LUMO (alpha / beta): 0.229 / 0.230 hartree
- HOMO energy (alpha / beta): -4.009 / -4.059 eV
- Spin multiplicity: 6
- Charge: -1

These are the Mulliken partial charges, in e, on atoms 1 to 5: I 0.10; Te -0.26; Br -0.21; Fe 0.19; P -0.25


No. 2
Density functional theory data (ωB97M-V/def2-TZVPD) for a cluster of 2 separate species, C5H13NO4 in total.

The geometry in XYZ format:
```
23
Properties=species:S:1:pos:R:3
O 2.5422 1.0489 1.0765
O -1.8435 0.1678 -1.8923
O 0.0538 -0.2162 1.3749
O 0.1086 -1.6209 -3.3463
N -0.9564 -1.7538 -0.9882
C -0.8262 -0.4240 -1.5023
C 0.3639 0.3317 -0.9282
C -0.7462 0.0224 2.5128
C 1.3473 1.7755 0.8987
C 0.1802 0.8825 0.4828
H 1.0826 2.3248 1.8178
H 0.5593 1.1636 -1.6151
H -0.7434 1.4883 0.5187
H 2.3380 0.2508 1.5753
H 1.2411 -0.3330 -0.9405
H -0.2834 0.7524 3.1947
H -0.6384 -1.4161 -3.9169
H -0.5748 -1.8932 -0.0530
H -0.2652 -2.3540 -2.5249
H -0.8538 -0.9324 3.0394
H -1.7433 0.3892 2.2194
H 1.5278 2.5205 0.1127
H -1.8703 -2.1748 -1.1159
```

- Gap between HOMO and LUMO: 0.382 hartree
- HOMO energy: -9.760 eV
- SMILES: CO[C@@H](CO)CC(N)=O.O

These are the natural (NBO) partial charges, in e, on atoms 1 to 5: O -0.71; O -0.61; O -0.57; O -0.98; N -0.92


No. 3
Density functional theory data (ωB97M-V/def2-TZVPD) for a structure of composition C29H26F10N7O2OsSe.

The geometry in XYZ format:
```
76
Properties=species:S:1:pos:R:3
Os 0.4194 -0.3338 -0.4195
Se -2.1006 2.5914 0.7962
F 3.2900 5.0746 -3.6803
F -1.8580 -5.2657 -4.5383
F -3.7850 -4.5438 -2.7687
F 0.7124 -4.4813 -4.1249
F -3.2163 -3.0253 -0.6806
F -0.2665 2.5344 -2.0349
F 0.6874 4.2805 -3.7901
F 1.3460 -3.0260 -1.9746
F 4.9234 4.0364 -1.7662
F 4.0198 2.2301 -0.0465
O -2.5048 -0.1015 -0.8607
O 2.1865 -0.3052 -2.5018
N -0.5174 -2.0478 -0.2258
N 1.3223 1.3242 -0.0713
N -2.8553 5.3013 1.0100
N -1.2563 0.0425 -1.4280
N 0.5559 -0.6008 1.7085
N 0.9592 -0.2626 -2.3421
N -3.6019 4.1609 2.7007
C 0.8148 0.7550 2.2545
C -4.0134 5.4806 2.8905
C 0.0457 -0.1984 -3.3118
C 1.0285 2.8517 -1.9609
C -1.2348 -0.1185 -2.7360
C -1.0565 -2.3406 1.1213
C -0.7622 -1.1709 2.0581
C -4.7559 6.0709 3.9007
C -4.5158 8.1652 2.6953
C 0.3898 -0.1692 -4.7601
C -4.9973 7.4295 3.7819
C -0.2423 -4.1138 -3.2784
C -3.8985 3.0739 3.6101
C 0.0653 -3.3374 -2.1791
C -2.4785 -0.2234 -3.5489
C -3.7761 7.5711 1.6866
C -2.2073 -3.3745 -1.4840
C -0.9040 -2.9153 -1.2574
C 3.6490 3.6688 -1.8301
C 1.6245 -1.5600 2.0837
C -2.5271 -4.1606 -2.5773
C 1.7967 1.4583 1.3358
C 1.5061 3.7758 -2.8696
C -1.5492 -4.5260 -3.4850
C -2.8992 4.0689 1.5548
C 3.1540 2.7450 -0.9273
C -3.5373 6.2121 1.8083
C 2.8252 4.1899 -2.8108
C 1.8334 2.2971 -0.9656
H -3.5147 3.3083 4.6024
H -0.1349 1.2901 2.2364
H -0.6436 -3.2835 1.4943
H -1.5013 -0.3814 1.9202
H -4.9754 2.9173 3.6637
H -0.1680 0.6095 -5.2801
H -2.1351 -2.4646 1.0711
H -2.7717 0.7695 -3.8999
H 1.4556 0.0217 -4.8678
H 1.1885 0.7071 3.2808
H 2.5999 -1.1512 1.8250
H -0.7799 -1.4937 3.1043
H -3.4065 8.1418 0.8459
H -2.3972 5.4786 0.1322
H 1.5906 -1.7454 3.1599
H 1.8915 2.5079 1.6182
H 2.7886 1.0121 1.4135
H -2.2923 -0.8461 -4.4217
H -3.3018 -0.6276 -2.9679
H -5.5739 7.9328 4.5455
H -5.1317 5.5025 4.7401
H -4.7272 9.2240 2.6409
H -2.5530 0.5254 -0.1131
H 0.1694 -1.1244 -5.2431
H 1.4935 -2.4962 1.5470
H -3.4200 2.1756 3.2310
```

- Gap between HOMO and LUMO (alpha / beta): 0.228 / 0.228 hartree
- HOMO energy (alpha / beta): -10.478 / -10.478 eV
- Charge: +1

These are the Mulliken partial charges, in e, on atoms 1 to 5: Os -0.80; Se -0.50; F -0.29; F -0.29; F -0.31


Record order is preserved below.
Max |F|: 0.100 0.095 0.035 hartree/bohr